# 1
DFT (ωB97M-V with the def2-TZVPD basis set) results for 2 unconnected molecules or ions with the total composition C6H14O2 in a non-equilibrium geometry.

```
! RIJCOSX wB97M-V def2-TZVPD def2/J DEFGRID3
* xyz 0 1
O -1.42 2.58 -2.68
O -5.63 -3.38 2.93
C 1.08 1.53 -0.59
C 2.29 -0.60 0.42
C -1.16 2.29 -1.53
C 1.42 0.68 0.65
C 1.55 -1.60 -0.42
C -0.29 1.13 -1.21
H 1.94 -2.63 -0.49
H -0.75 0.41 -0.54
H 1.91 1.45 -1.30
H 0.48 0.49 1.16
H -4.77 -3.01 3.17
H -1.64 2.80 -0.67
H 3.18 -0.20 -0.08
H 2.63 -0.96 1.40
H 0.58 -1.89 -0.01
H -6.02 -2.62 2.46
H 2.00 1.37 1.30
H 1.52 -1.22 -1.44
H 1.13 2.60 -0.31
H -0.03 0.77 -2.21
*
```

The calculation puts the strongest force on any atom at 2.09 eV Å⁻¹. The energy above the lowest of the compared OMol25 structures with the same formula, charge and spin is 36.5 kcal/mol. The calculation puts the HOMO energy at -9.86 eV. Its structure (SMILES) is CCCCCC=O.O.

# 2
DFT (ωB97M-V with the def2-TZVPD basis set) results for a molecular structure, C37H42GeMnN11O4P in a non-equilibrium geometry.

```
! RIJCOSX wB97M-V def2-TZVPD def2/J DEFGRID3
* xyz 0 6
Ge 2.91 -0.91 -0.19
Mn -0.98 -1.30 -0.18
P -2.60 1.59 0.12
O -4.02 1.18 0.70
O -1.81 2.47 0.99
O -1.98 0.22 -0.24
O -2.89 2.33 -1.25
N -3.82 -2.00 -0.35
N 0.73 -5.05 -0.54
N -4.62 -2.99 -0.44
N -0.25 -1.43 2.06
N 1.78 -4.21 -0.36
N 0.75 -0.03 -0.08
N 0.03 -2.98 -0.43
N -2.54 -2.48 -0.43
N -1.61 -4.67 -0.69
N -3.93 -4.16 -0.58
N 1.37 -3.00 -0.28
C -2.39 1.04 -3.24
C 4.49 2.78 -1.44
C 0.78 0.83 -1.18
C 4.07 -3.10 1.27
C -2.68 -3.80 -0.57
C -4.10 1.78 3.06
C -6.13 1.22 1.71
C 4.17 1.46 0.98
C 4.72 2.73 0.95
C 1.20 2.77 0.16
C 3.27 -1.65 -1.94
C 3.14 -1.39 2.68
C -4.93 3.38 1.29
C 3.46 -1.86 1.41
C 1.03 2.54 2.61
C -3.46 1.81 -2.48
C 4.60 -1.92 -2.25
C 0.70 0.62 1.18
C 2.61 -2.51 -4.09
C 0.25 -0.10 2.29
C 3.93 1.51 -1.41
C 1.00 2.18 -1.08
C -4.78 1.92 1.70
C 0.23 0.48 3.54
C -0.32 -4.26 -0.57
C -4.67 0.92 -2.21
C 0.64 1.80 3.70
C 4.93 -2.50 -3.47
C 3.41 -2.16 3.81
C -3.87 3.05 -3.25
C 3.93 -2.80 -4.39
C 4.36 -3.86 2.40
C 3.75 0.84 -0.20
C 1.02 1.98 1.33
C 2.28 -1.95 -2.87
C 4.01 -3.40 3.66
C 4.87 3.40 -0.26
H 2.67 -0.42 2.81
H -1.80 -5.66 -0.74
H 1.24 -1.76 -2.64
H 5.04 3.20 1.87
H -4.41 0.05 -1.60
H 4.19 -3.26 -5.33
H -5.45 1.48 -1.68
H -6.60 1.29 0.73
H -2.77 0.75 -4.23
H 5.29 4.39 -0.28
H 3.64 1.02 -2.34
H -3.00 3.69 -3.41
H 0.61 2.25 4.69
H 1.42 3.82 0.25
H 0.52 -2.10 1.99
H -2.11 0.14 -2.71
H 1.29 3.59 2.72
H -0.13 -0.10 4.39
H -5.08 0.57 -3.16
H 1.83 -2.75 -4.80
H 4.21 -4.01 4.54
H -0.83 -1.72 2.84
H -3.95 3.86 1.24
H 4.62 3.29 -2.39
H 3.15 -1.79 4.79
H -4.28 2.77 -4.22
H -4.66 2.34 3.81
H 4.32 -3.49 0.29
H 4.83 -4.83 2.29
H -5.55 3.90 2.02
H -3.08 2.17 3.01
H -1.51 1.67 -3.38
H 5.97 -2.72 -3.70
H 0.69 0.36 -2.15
H -5.40 3.45 0.31
H -4.62 3.61 -2.69
H 1.04 2.77 -1.98
H 5.39 -1.68 -1.54
H -6.00 0.16 1.95
H -6.78 1.68 2.46
H -4.06 0.73 3.35
H 4.07 0.94 1.93
*
```

The calculation puts the strongest force on any atom at 1.05 eV Å⁻¹. The calculation puts the HOMO energy (alpha / beta) at -6.62 / -8.57 eV.

# 3
DFT (ωB97M-V with the def2-TZVPD basis set) results for a gas-phase ion, C3H9N2O (charge +1) in a non-equilibrium geometry.

```
! RIJCOSX wB97M-V def2-TZVPD def2/J DEFGRID3
* xyz 1 1
O 0.55 -0.99 1.64
N 1.04 -1.24 -0.91
N -1.07 0.03 -0.82
C 0.12 1.34 1.70
C 0.34 -0.01 1.06
C 0.27 -0.04 -0.46
H -1.68 -0.42 -0.12
H 1.18 1.69 1.83
H 0.44 -2.05 -1.05
H -1.36 -0.39 -1.71
H 1.74 -1.55 -0.22
H 1.62 -1.02 -1.78
H -0.25 1.24 2.72
H 0.88 0.82 -0.73
H -0.55 1.99 1.20
*
```

The calculation puts the strongest force on any atom at 4.83 eV Å⁻¹. The energy above the lowest of the compared OMol25 structures with the same formula, charge and spin is 39.3 kcal/mol. The calculation puts the HOMO energy at -14.59 eV. Its structure (SMILES) is CC(=O)[C@H](N)[NH3+].